No. 1
15
Properties=species:S:1:pos:R:3 method="wB97M-V/def2-TZVPD" smiles=Cc1ccn(C)n1 multiplicity=1 charge=0 homo_energy_ev=-9.15 de_lowest_ev=0.814
C -2.334 -0.656 0.156
C -1.006 -0.067 -0.187
C -0.605 1.302 -0.237
C 0.746 1.256 -0.422
N 1.109 -0.063 -0.505
C 2.230 -0.570 0.267
N 0.023 -0.865 -0.347
H -3.115 -0.401 -0.564
H -2.646 -0.296 1.143
H -2.232 -1.743 0.204
H -1.221 2.181 -0.111
H 1.489 2.040 -0.506
H 3.115 0.053 0.133
H 2.425 -1.602 -0.027
H 1.925 -0.557 1.320

No. 2
21
Properties=species:S:1:pos:R:3 method="wB97M-V/def2-TZVPD" multiplicity=1 charge=0 homo_energy_ev=-7.99 de_lowest_ev=3.280
C 1.033 -0.450 -1.474
C 0.035 0.607 -1.006
C 2.330 -0.524 -1.057
C -1.012 0.296 -0.267
C 4.039 0.249 0.512
C 2.787 0.256 0.069
C -1.383 -1.040 0.103
C -1.986 1.421 0.084
C -2.377 -1.097 1.240
O 5.086 0.380 1.010
O -0.801 -2.014 -0.307
H 0.803 -1.205 -2.174
H 0.455 1.680 -1.020
H 3.101 -1.285 -1.349
H 2.065 0.734 0.687
H -1.379 2.250 -0.238
H -2.257 1.579 1.065
H -2.833 1.344 -0.565
H -1.990 -0.405 1.874
H -2.307 -2.035 1.728
H -3.408 -0.744 1.083

No. 3
7
Properties=species:S:1:pos:R:3 method="wB97M-V/def2-TZVPD" smiles="N[S@H](=O)=S" multiplicity=1 charge=0 homo_energy_ev=-9.69 de_lowest_ev=1.166
N 0.479 -0.359 -0.895
S -0.457 0.337 0.352
O -0.405 1.743 0.362
S -0.005 -0.650 2.024
H 1.257 0.203 -1.107
H 0.676 -1.253 -0.353
H -1.544 -0.021 -0.383

No. 4
46
Properties=species:S:1:pos:R:3 method="wB97M-V/def2-TZVPD" multiplicity=1 charge=+1 homo_energy_ev=-10.79 de_lowest_ev=2.824
N 0.014 -0.923 -0.635
C -0.481 0.272 -1.425
C 0.209 1.433 -0.814
S -0.681 2.950 -1.337
S -2.470 2.987 -0.279
H -0.244 -1.039 0.351
H 1.057 -1.074 -0.852
H -0.677 -1.709 -0.953
H -1.622 0.332 -1.296
H -0.382 0.196 -2.546
H 0.282 1.497 0.241
H 1.326 1.616 -1.094
H -3.051 1.693 -0.438
H 0.084 -3.567 -3.158
H -1.151 -3.980 -2.489
O -0.663 -3.179 -2.507
H 4.337 2.388 -0.056
H 3.376 3.370 -0.682
O 3.655 3.080 0.143
H 2.702 2.623 1.529
H 2.151 3.365 2.953
O 2.495 2.458 2.491
H -3.012 -1.705 -2.861
H -3.585 -0.268 -2.671
O -2.869 -0.823 -2.950
H 1.639 0.040 3.387
H 1.648 1.152 2.405
O 1.142 0.311 2.684
H 3.280 1.095 -2.267
H 3.128 0.009 -1.097
O 2.993 0.919 -1.349
H 0.462 -2.041 3.086
H 1.424 -2.918 2.411
O 0.728 -2.335 2.233
H 3.703 -2.366 -0.650
H 4.008 -2.053 -2.062
O 3.643 -1.576 -1.268
H -2.895 0.767 3.598
H -1.671 1.205 2.704
O -2.565 0.843 2.768
H -4.958 -0.100 0.738
H -3.831 0.669 1.196
O -4.171 0.154 0.445
H -3.134 -2.545 0.365
H -2.852 -1.257 1.275
O -2.521 -1.968 0.730